{"formula": "C5H13NOS", "method": "ωB97M-V/def2-TZVPD", "elements": ["S", "O", "N", "C", "C", "C", "C", "C", "H", "H", "H", "H", "H", "H", "H", "H", "H", "H", "H", "H", "H"], "xyz": [[1.22, 0.53, -0.23], [1.26, 1.77, 0.55], [2.94, 0.13, -0.31], [-1.48, 0.20, -0.23], [0.72, -0.73, 0.90], [-1.87, 1.05, 0.96], [0.65, -2.13, 0.40], [-1.40, 0.93, -1.51], [3.52, 1.01, -0.49], [-0.29, -2.77, 0.75], [0.94, -2.17, -0.60], [0.58, -0.62, 1.99], [-0.70, 0.44, -2.23], [-1.21, 1.84, 1.12], [1.46, -2.60, 0.96], [3.07, -0.46, -1.18], [-1.57, -0.87, -0.13], [-1.66, 0.36, 1.73], [-0.85, 1.76, -1.23], [-2.41, 0.94, -2.08], [-2.93, 1.36, 0.86]], "gap_ev": [7.7, 8.5], "lumo_energy_ev": [0.0, 0.4], "homo_energy_ev": [-7.715, -8.113]}

{"formula": "C13H23Cl4CuMgO11S", "method": "ωB97M-V/def2-TZVPD", "elements": ["Cu", "Cl", "Cl", "Cl", "Cl", "S", "Mg", "O", "O", "O", "O", "O", "O", "O", "O", "O", "O", "O", "C", "C", "C", "C", "C", "C", "C", "C", "C", "C", "C", "C", "C", "H", "H", "H", "H", "H", "H", "H", "H", "H", "H", "H", "H", "H", "H", "H", "H", "H", "H", "H", "H", "H", "H", "H"], "xyz": [[-2.65, 27.70, 25.69], [3.91, 27.47, 25.19], [0.55, 30.86, 19.17], [3.29, 26.64, 21.98], [3.57, 29.25, 19.62], [-3.65, 30.18, 24.88], [-1.85, 29.58, 23.17], [-2.34, 29.14, 19.00], [-6.84, 23.55, 19.80], [-2.37, 29.43, 21.22], [-6.83, 21.50, 20.75], [-2.18, 29.91, 25.08], [-4.23, 28.85, 25.30], [-3.61, 30.31, 23.40], [-1.79, 27.64, 23.74], [-5.04, 22.85, 20.91], [-3.84, 30.48, 19.91], [-4.21, 31.28, 25.55], [2.85, 28.18, 22.81], [-4.75, 24.24, 20.64], [-6.30, 22.53, 20.52], [-2.82, 29.66, 20.12], [-4.18, 30.47, 18.51], [-4.12, 27.98, 17.79], [2.49, 27.92, 24.22], [-3.44, 24.23, 19.86], [2.24, 28.80, 18.52], [0.90, 29.10, 19.12], [-3.37, 29.27, 17.97], [-5.97, 24.69, 19.82], [-1.18, 26.65, 22.92], [-2.65, 23.89, 20.52], [-4.65, 24.74, 21.60], [-3.91, 31.41, 18.05], [-3.52, 23.64, 18.96], [-3.46, 27.19, 17.44], [1.79, 27.10, 24.31], [0.10, 28.66, 18.52], [-0.23, 26.32, 23.35], [-5.68, 24.87, 18.78], [-6.56, 25.52, 20.21], [-2.84, 29.54, 17.06], [0.80, 28.70, 20.12], [-4.86, 28.10, 17.00], [3.71, 28.83, 22.71], [-4.51, 27.69, 18.77], [2.30, 27.74, 18.25], [-3.21, 25.26, 19.54], [-0.96, 27.03, 21.92], [-1.78, 25.73, 22.85], [2.04, 28.61, 22.23], [-5.25, 30.27, 18.43], [2.42, 29.36, 17.60], [2.03, 28.79, 24.69]], "s2": 0.7547, "gap_ev": [7.7, 5.2], "total_charge": 1, "lumo_energy_ev": [-5.2, -7.7], "multiplicity": 2, "homo_energy_ev": [-12.921, -12.921]}

What are the energy above the lowest of the compared OMol25 structures with the same formula, charge and spin values for these records? In order: 133.1 0.0 kcal/mol.
What are the largest force on an atom values for these records? In order: 3.7 2.8 eV/Å.